Density functional theory data (ωB97M-V/def2-TZVPD) for a molecular structure, C28H26I3N6OReS2 in a non-equilibrium geometry.

Values from the calculation:
Charge: +3
HOMO energy (spin up / spin down): -0.56953 / -0.56412 Eh
Spin multiplicity: 2
Relative energy (zero: lowest compared OMol25 entry of this formula, charge and spin): 21.00 kcal per mole
Orbital gap (spin up / spin down): 4.76 / 4.57 eV
DFT total energy: -3253.25120 a.u.

Each line ends with the Mulliken charge.
Positions of all 67 atoms, in Å:
Re -0.451 -0.471 0.010  2.108
I 0.142 3.220 6.710  0.302
C -0.202 1.998 5.117  -0.412
C -1.308 1.129 5.131  -0.148
C -1.521 0.294 4.069  -0.716
I -3.159 -0.973 4.043  0.118
C -0.622 0.309 2.947  0.257
O -0.828 -0.498 1.959  -0.005
C 0.493 1.204 2.944  1.012
C 1.503 1.136 1.834  -1.095
N 0.913 1.132 0.475  -0.273
C 0.284 2.417 0.085  -1.208
C -1.199 2.384 0.322  1.184
C -1.931 3.499 0.675  -0.973
C -3.309 3.395 0.790  -0.554
C -3.920 2.170 0.556  -0.829
C -3.133 1.090 0.225  -0.386
N -1.793 1.185 0.101  0.596
C 0.684 2.031 4.014  -0.793
H -1.984 1.124 5.976  0.432
H 2.195 1.975 1.924  0.551
H 2.087 0.217 1.928  0.354
H 1.684 0.935 -0.190  0.054
H 0.747 3.265 0.589  0.516
H 0.453 2.542 -0.988  0.404
H -1.426 4.440 0.853  0.574
H -3.901 4.260 1.067  0.480
H -4.991 2.048 0.638  0.509
H -3.564 0.113 0.064  0.377
H 1.530 2.707 4.033  0.502
C 3.248 1.961 -2.871  -1.144
C 3.561 0.701 -2.124  0.164
N 2.679 0.003 -1.451  0.186
C 3.245 -1.100 -0.845  0.203
C 4.586 -1.204 -1.050  -0.608
S 5.138 0.056 -2.046  -0.115
C 2.459 -2.139 -0.120  -0.057
C 3.048 -3.314 0.203  -1.023
S 2.002 -4.327 1.062  -0.124
C 0.756 -3.196 0.934  0.544
N 1.101 -2.078 0.284  0.266
C -0.554 -3.566 1.566  -1.471
H 2.223 1.932 -3.240  0.174
H 3.917 2.097 -3.720  0.494
H 3.367 2.836 -2.227  0.259
H 5.272 -1.952 -0.685  0.412
H 4.053 -3.629 -0.025  0.435
H -0.366 -4.193 2.438  0.609
H -1.152 -4.159 0.873  0.307
H -1.126 -2.707 1.894  0.103
C -3.883 -3.459 -1.058  -1.488
C -2.793 -2.545 -0.725  0.682
N -1.938 -1.827 -0.464  -0.160
H -4.328 -3.848 -0.142  0.330
H -3.498 -4.295 -1.644  0.380
H -4.648 -2.942 -1.635  0.429
I 1.998 -2.566 -5.008  0.223
C 0.734 -1.179 -4.133  -0.542
C 0.122 -0.171 -4.866  -0.241
C -0.688 0.741 -4.199  -0.958
C -0.846 0.634 -2.836  -0.222
N -0.242 -0.339 -2.119  0.396
C 0.516 -1.240 -2.771  -0.399
H 0.269 -0.099 -5.936  0.468
H -1.194 1.532 -4.735  0.527
H -1.468 1.331 -2.295  0.396
H 0.959 -2.031 -2.184  0.632

***

Density functional theory data (ωB97M-V/def2-TZVPD) for a molecular structure, C28H26N3OPPd.

Values from the calculation:
Charge: +4
HOMO energy (spin up / spin down): -0.77280 / -0.77281 Eh
Orbital gap (spin up / spin down): 5.96 / 5.96 eV
DFT total energy: -1789.64799 a.u.

Each line ends with the Mulliken charge.
Positions of all 60 atoms, in Å:
Pd 1.655 0.134 0.204  -0.114
C 4.173 0.794 0.990  -0.429
C 3.756 1.859 0.225  -0.367
C 2.467 2.432 0.461  -0.409
C 1.695 2.058 1.570  -0.231
C 2.096 0.953 2.337  -0.207
C 3.306 0.307 2.002  -0.839
H 5.133 0.320 0.827  0.546
H 4.378 2.257 -0.566  0.485
H 2.140 3.261 -0.157  0.616
H 0.796 2.600 1.825  0.453
H 1.541 0.641 3.212  0.533
H 3.638 -0.519 2.623  0.953
O 3.080 0.139 -2.035  -0.332
N 1.715 0.248 -1.825  0.419
C 0.940 0.325 -2.840  -0.302
C -0.507 0.350 -2.869  0.798
C -1.070 0.426 -4.144  -1.110
C -2.451 0.429 -4.317  -0.899
C -3.280 0.353 -3.214  -0.777
C -2.743 0.300 -1.926  -0.628
C -1.360 0.280 -1.747  0.559
P -0.944 0.266 -0.010  2.363
C -1.355 -1.193 0.830  1.141
C -1.188 -1.270 2.237  -0.706
C -1.581 -2.406 2.906  -1.104
C -2.109 -3.484 2.188  -0.542
C -2.251 -3.431 0.799  -0.945
C -1.848 -2.307 0.112  -0.471
C -1.438 1.770 0.709  0.635
C -1.107 2.964 0.021  -0.626
C -1.563 4.173 0.488  -0.770
C -2.362 4.214 1.641  -0.542
C -2.685 3.046 2.331  -0.846
C -2.227 1.824 1.882  -0.637
H 3.255 -0.017 -2.982  0.360
H 1.431 0.363 -3.813  0.415
H -0.426 0.484 -5.013  0.493
H -2.870 0.498 -5.313  0.489
H -4.356 0.343 -3.336  0.506
H -3.420 0.278 -1.079  0.549
H -0.773 -0.435 2.789  0.535
H -1.490 -2.466 3.982  0.519
H -2.405 -4.382 2.717  0.502
H -2.689 -4.266 0.269  0.527
H -1.963 -2.263 -0.964  0.425
H -0.534 2.927 -0.901  0.541
H -1.333 5.090 -0.037  0.517
H -2.759 5.163 1.980  0.500
H -3.315 3.096 3.209  0.511
H -2.535 0.920 2.389  0.592
N 2.451 -2.714 0.895  -0.230
C 2.411 -3.975 0.451  -0.036
C 1.696 -3.981 -0.731  -1.113
C 1.334 -2.662 -0.943  -0.578
N 1.800 -1.881 0.046  0.713
H 2.901 -2.387 1.733  0.038
H 2.892 -4.771 1.001  0.536
H 1.481 -4.833 -1.356  0.484
H 0.774 -2.242 -1.762  0.536

***

Question: What is the formula in the first record?
Answer: C28H26I3N6OReS2